## w
An isolated ion of composition C7H14P and charge +1, computed with ωB97M-V with the def2-TZVPD basis set.

```
! RIJCOSX wB97M-V def2-TZVPD def2/J DEFGRID3
* xyz 1 1
C -0.4111 -2.5896 -0.7989
C -0.1659 -1.9364 0.4146
C 0.2429 -2.1686 -1.8493
C 0.5645 -0.7962 0.6372
C 0.9619 -0.1696 1.9133
C -1.7111 1.2361 -0.1789
C 0.6261 2.0677 -0.8041
P -0.2187 0.5145 -0.8996
H -1.0809 -3.4554 -0.8858
H -0.6510 -2.4486 1.2598
H 1.0823 -1.4513 -1.7984
H 0.0859 -2.6369 -2.8032
H 1.4575 -0.7662 -0.0881
H 0.1230 -0.3009 2.6232
H 1.3361 0.7994 1.7657
H 1.7518 -0.6901 2.3767
H -2.3014 1.5685 -0.9323
H -1.3519 2.1623 0.4168
H -2.1997 0.5049 0.4399
H 0.9763 2.4019 -1.8571
H 1.6097 1.9080 -0.3732
H 0.0285 2.8533 -0.4252
*
```

Computed properties:
HOMO level = -13.44 eV

***

## x
An isolated ion of composition C7H14P and charge +1, computed with ωB97M-V with the def2-TZVPD basis set.

```
! RIJCOSX wB97M-V def2-TZVPD def2/J DEFGRID3
* xyz 1 1
C -0.5088 1.0222 0.0767
C -1.6147 0.2541 -0.0359
C -1.3033 -1.2623 -0.1778
C 0.1752 -1.5197 -0.4051
C -2.9028 0.6794 0.1540
C 2.2150 0.5521 -1.1800
C 1.9321 0.1909 1.4809
P 0.9650 -0.0059 -0.0357
H -0.4490 2.1119 0.0375
H -1.7856 -1.7252 0.7075
H -1.9616 -1.6723 -1.0280
H 0.6013 -2.3023 0.3688
H 0.3033 -1.9787 -1.3964
H -3.7698 0.0195 -0.0754
H -3.0305 1.5469 -0.4105
H -2.9862 1.0921 1.2061
H 3.0584 -0.1328 -1.3639
H 2.4319 1.4873 -0.7041
H 1.9626 0.6485 -2.3205
H 2.7981 -0.3146 1.2486
H 1.5482 0.0712 2.4905
H 2.3212 1.2376 1.3626
*
```

Computed properties:
HOMO level = -13.66 eV

***

In order of decreasing stability: x, w.

***

## w
H14NaO7 as an isolated structure, computed with ωB97M-V with the def2-TZVPD basis set.

```
! RIJCOSX wB97M-V def2-TZVPD def2/J DEFGRID3
* xyz 1 1
Na -0.0848 0.2205 0.0922
O 0.9604 0.0680 -2.2298
H 1.2702 -0.7332 -2.6764
H 0.7118 0.6780 -2.9384
O -0.6201 -3.2709 -0.5501
H -0.6432 -2.5167 -1.1546
H -1.2538 -3.0586 0.1443
O -1.4169 0.9998 2.6685
H -1.1372 1.9051 2.8599
H -2.3645 1.0597 2.4839
O 0.3279 -1.1575 2.2137
H -0.3331 -0.5743 2.6230
H 0.7424 -1.6020 2.9610
O -1.6400 -0.6652 -1.6355
H -2.5026 -1.0313 -1.3850
H -1.5623 -0.8489 -2.5804
O 2.5870 0.3971 -0.0466
H 2.4328 0.7216 -0.9456
H 3.4097 0.8093 0.2457
O 0.2386 2.5034 0.0113
H 1.0848 2.8746 0.2962
H -0.2071 3.2215 -0.4572
*
```

Computed properties:
HOMO level = -14.10 eV

***

## x
H14NaO7 as an isolated structure, computed with ωB97M-V with the def2-TZVPD basis set.

```
! RIJCOSX wB97M-V def2-TZVPD def2/J DEFGRID3
* xyz 1 1
Na 5.5895 5.5145 5.5233
O 3.9641 7.1416 5.9488
H 3.0390 6.9704 5.7556
H 3.8940 8.0493 6.3644
O 7.0511 3.8840 3.0758
H 7.3696 3.5566 2.2115
H 7.0153 4.8400 3.0031
O 6.6238 7.2477 6.7250
H 5.7860 7.3439 7.2213
H 7.2847 6.7277 7.2095
O 7.3389 4.2988 5.8008
H 7.5936 4.1330 4.8524
H 6.9612 3.5113 6.1960
O 3.9980 4.2042 6.8496
H 4.5625 3.4727 6.5262
H 4.0659 4.3967 7.7875
O 4.1257 4.0542 4.2337
H 4.4057 3.4756 3.4703
H 3.1192 3.9603 4.2240
O 7.0739 6.9046 3.3737
H 7.7070 7.5020 3.7318
H 6.3250 7.3420 3.0924
*
```

Computed properties:
HOMO level = -15.42 eV

***

In order of decreasing stability: w, x.

***

## w
A 7-piece molecular cluster, H14O6S overall, computed with ωB97M-V with the def2-TZVPD basis set.

```
! RIJCOSX wB97M-V def2-TZVPD def2/J DEFGRID3
* xyz 0 1
O -1.8926 0.2486 -1.1062
H -2.5235 0.3660 -0.3749
H -2.0465 -0.6443 -1.4001
O 0.0543 -1.5034 1.1792
H 0.9834 -1.5323 1.3987
H -0.1041 -0.6230 0.8269
O -0.0988 2.9999 -1.3266
H 0.0758 3.0901 -2.2551
H -0.1284 2.0052 -1.3042
O 1.3075 0.9842 0.5474
H 1.9191 1.1913 -0.1704
H 1.2020 1.7430 1.1123
O 0.2896 -4.0675 3.4743
H 0.3955 -4.0208 2.5204
H 0.7164 -4.9005 3.7039
O -3.0870 -1.5309 0.9438
H -3.5533 -2.2357 1.3781
H -2.2001 -1.5716 1.2628
S 2.9279 3.9012 -3.7368
H 3.3372 3.3829 -2.5537
H 2.4259 2.7175 -4.1199
*
```

Computed properties:
HOMO level = -10.01 eV

***

## x
A 7-piece molecular cluster, H14O6S overall, computed with ωB97M-V with the def2-TZVPD basis set.

```
! RIJCOSX wB97M-V def2-TZVPD def2/J DEFGRID3
* xyz 0 1
O -0.4004 2.4840 -0.6537
H 0.4302 2.1839 -0.1796
H -0.0070 3.3054 -1.0725
O 1.3924 -2.2454 1.6605
H 0.4270 -2.3876 1.3794
H 2.0260 -2.6059 0.9552
O -1.3007 -0.1834 -0.4502
H -1.9658 -0.2498 0.2066
H -1.0686 0.7212 -0.3869
O -0.2671 -2.6822 -1.5793
H -1.0038 -3.1566 -1.7284
H -0.6478 -1.8899 -1.0298
O 1.4267 0.6054 0.6658
H 1.5210 0.0322 -0.1303
H 1.6668 -0.2068 1.2245
O 1.4132 0.0922 -2.3760
H 1.4968 0.6634 -3.1238
H 0.9835 -0.7100 -2.6970
S -2.4964 1.8866 2.7378
H -1.6211 2.9146 2.6570
H -2.0050 1.4285 3.9209
*
```

Computed properties:
HOMO level = -9.77 eV

***

In order of decreasing stability: w, x.

***

## w
An isolated ion of composition C6H9O2 and charge -1, computed with ωB97M-V with the def2-TZVPD basis set.

```
! RIJCOSX wB97M-V def2-TZVPD def2/J DEFGRID3
* xyz -1 1
C -0.9331 -2.1462 -1.7555
C -0.0192 -1.0453 -1.2999
C -0.3320 -0.0855 -0.4359
C 0.5357 1.0994 -0.2115
C 0.5890 1.6642 1.2220
C 0.3177 0.7258 2.4220
O -0.0827 -0.4502 2.2298
O 0.4886 1.2733 3.5397
H -1.7515 -2.1913 -1.0229
H -0.5271 -3.1600 -1.7031
H -1.3155 -1.8952 -2.7448
H 0.9788 -1.1106 -1.7314
H -1.2381 -0.0417 0.1572
H 0.2707 1.9645 -0.8671
H 1.5346 1.0062 -0.6331
H 1.6266 1.9540 1.3766
H -0.1424 2.4386 1.4581
*
```

Computed properties:
HOMO level = -3.82 eV

***

## x
C6H9O2 as an isolated structure, computed with ωB97M-V with the def2-TZVPD basis set.

```
! RIJCOSX wB97M-V def2-TZVPD def2/J DEFGRID3
* xyz -1 1
O 1.9163 1.0162 1.3503
C 0.6847 1.1284 1.4749
O -0.0340 1.3703 2.4528
C -0.1501 0.8263 0.2364
C 0.0295 -0.4626 -0.3180
C -0.9392 -0.9746 -1.3131
C -0.7260 -0.4387 -2.5668
C -1.6377 -2.1286 -0.9744
H 0.6359 0.6060 -0.7465
H -1.0296 1.3799 -0.0722
H 0.4226 -1.2032 0.3765
H 2.6030 -0.6781 -1.1699
H 0.0312 0.3102 -2.7477
H -1.3912 -0.6001 -3.4157
H -2.1995 -2.5688 -1.7885
H -2.0304 -2.2640 0.0205
H 2.4721 -1.2968 -1.5764
*
```

Computed properties:
HOMO level = -2.67 eV

***

In order of decreasing stability: w, x.

***

## w
One molecule with the formula C4H4N2O3, computed with ωB97M-V with the def2-TZVPD basis set.

```
! RIJCOSX wB97M-V def2-TZVPD def2/J DEFGRID3
* xyz 0 1
C 1.6196 0.8720 -0.2983
N 0.4963 0.2811 -0.9982
C -0.6699 0.0920 -0.3278
C -1.8873 -0.2199 -0.7291
O -3.0142 -0.3579 -0.9670
C -0.6681 -0.1490 1.2665
O -0.6681 0.6902 2.1125
N -1.0585 -1.3771 1.0769
O -0.6360 -2.5098 0.9204
H 1.2551 1.6397 0.3809
H 2.1906 0.1323 0.2753
H 2.2765 1.3305 -1.0360
H 0.7640 -0.4240 -1.6761
*
```

Computed properties:
HOMO level (spin up / spin down) = -8.65 / -8.65 eV

***

## x
One molecule with the formula C4H4N2O3, computed with ωB97M-V with the def2-TZVPD basis set.

```
! RIJCOSX wB97M-V def2-TZVPD def2/J DEFGRID3
* xyz 0 1
O 0.4608 1.9325 0.0069
C 0.9847 0.8378 0.0082
N 2.3606 0.5577 -0.0337
C 2.4314 -0.7032 -0.0215
O 1.2898 -1.3675 0.0517
C 0.2345 -0.4453 0.0668
C -1.1263 -0.7343 0.0178
N -2.0971 0.2099 0.0561
O -3.3924 -0.2091 -0.1576
H 3.3173 -1.3188 -0.2560
H -1.4571 -1.7527 -0.1333
H -1.9145 1.1853 -0.1310
H -3.8022 -0.0639 0.7259
*
```

Computed properties:
HOMO level = -8.54 eV

***

In order of decreasing stability: x, w.

***

## w
A 2-piece molecular cluster, C3H11NOS overall, computed with ωB97M-V with the def2-TZVPD basis set.

```
! RIJCOSX wB97M-V def2-TZVPD def2/J DEFGRID3
* xyz 1 2
C 1.1770 -1.8376 -1.5495
C 0.7346 -0.5677 -0.8116
C -0.7601 -0.5830 -0.4166
S -1.5934 1.0173 -0.3697
N 1.4578 -0.2361 0.4060
H 0.8259 -1.8896 -2.5767
H 2.2585 -1.6894 -1.6056
H 0.9390 -2.7365 -0.9859
H 0.8256 0.2663 -1.5173
H -0.8898 -1.1444 0.5126
H -1.4159 -1.0861 -1.1480
H -0.5147 1.7721 -0.0713
H 2.2810 0.3085 0.1543
H 1.7535 -1.0336 0.9570
H -0.1499 0.6120 3.3597
H 0.6395 0.5048 2.0398
O 0.3042 1.1258 2.6786
*
```

Computed properties:
<S²> = 0.7532
HOMO level (spin up / spin down) = -14.57 / -14.49 eV

***

## x
A 2-piece molecular cluster, C3H11NOS overall, computed with ωB97M-V with the def2-TZVPD basis set.

```
! RIJCOSX wB97M-V def2-TZVPD def2/J DEFGRID3
* xyz 1 2
C -2.1676 2.1909 0.9850
S -1.2488 1.8937 -0.5472
C 0.4727 2.1874 0.1535
H -2.8798 1.3865 1.1684
H -2.7335 3.0804 0.6676
H -1.5646 2.4216 1.8522
H 0.3572 2.8208 1.0207
H 0.9626 1.2481 0.4067
H 0.9697 2.6244 -0.7100
N 0.4896 -3.1326 0.5923
C 1.8078 -2.6054 0.3224
O 1.9847 -2.3270 -1.0564
H -0.2557 -2.5313 0.3005
H 0.2597 -4.0677 0.2988
H 1.9486 -1.6973 0.9118
H 2.3988 -3.3083 0.9128
H 1.1378 -1.9037 -1.2745
*
```

Computed properties:
<S²> = 0.7532
HOMO level (spin up / spin down) = -12.27 / -12.27 eV

***

In order of decreasing stability: w, x.